Entry 1:
15
Properties=species:S:1:pos:R:3:mulliken_charge:R:1 method="wB97M-V/def2-TZVPD" molar_mass_g_mol=100.1 de_lowest_kcal_mol=78.1 gap_ha=0.3798 smiles=CN(O)CCC#N homo_energy_ev=-9.60 max_force_ev_per_a=3.124
C -0.0230 0.4998 0.4113 -0.607
C -0.9486 -0.2164 1.3842 -0.226
C 1.7331 -0.2200 -1.2109 -0.818
N 0.4428 -0.5582 -0.6165 -0.218
O -0.5131 -0.5221 -1.7071 -0.421
C -1.9925 0.7972 1.6567 0.207
N -2.8721 1.4991 1.9517 -0.430
H -0.6850 -1.4679 -1.8766 0.331
H 0.8574 0.8599 0.9565 0.318
H -0.4382 1.3533 -0.1384 0.420
H -1.4047 -1.1213 0.9701 0.238
H -0.4126 -0.4626 2.3072 0.279
H 1.7568 0.7959 -1.6221 0.347
H 1.9797 -0.9280 -2.0117 0.258
H 2.5200 -0.3086 -0.4544 0.323

Entry 2:
15
Properties=species:S:1:pos:R:3:mulliken_charge:R:1 method="wB97M-V/def2-TZVPD" molar_mass_g_mol=100.1 de_lowest_kcal_mol=43.6 gap_ha=0.3901 homo_energy_ev=-9.68 max_force_ev_per_a=0.999
C 1.7720 -0.0376 0.4755 -1.182
C 0.8215 -0.3570 -0.6715 0.212
O 0.1509 -1.6372 -0.3883 -0.430
C -0.9958 -0.9564 -0.0508 0.279
N -1.9760 -1.2622 0.6702 -0.668
C -0.5649 0.3388 -0.6761 -0.016
N -0.7812 1.5791 -0.0003 -0.586
H 1.1732 0.2845 1.3338 0.283
H 2.4806 0.7607 0.2375 0.319
H 2.3535 -0.9136 0.7909 0.316
H 1.2066 -0.2708 -1.6820 0.364
H -1.8755 -2.2038 1.0438 0.272
H -0.9362 0.3747 -1.7096 0.334
H -1.3286 2.2313 -0.5497 0.243
H -1.2412 1.4151 0.8855 0.261

Entry 3:
15
Properties=species:S:1:pos:R:3:mulliken_charge:R:1 method="wB97M-V/def2-TZVPD" molar_mass_g_mol=100.1 de_lowest_kcal_mol=56.5 gap_ha=0.3246 homo_energy_ev=-8.48 max_force_ev_per_a=1.608
C -0.1684 -0.5154 -1.5383 -1.003
N -0.8898 -1.1509 1.3437 -0.406
C 0.3576 -0.9883 0.8839 -0.060
C 0.6342 -0.2574 -0.2702 -0.611
H -1.5481 -0.4608 0.9211 0.270
H -1.0145 -1.2946 2.3348 0.275
H 1.1586 -1.2775 1.5565 0.335
H 1.6946 -0.1383 -0.4654 0.485
H 0.0407 -1.5040 -1.9530 0.320
H 0.0872 0.2297 -2.2907 0.328
H -1.2357 -0.4414 -1.3369 0.271
N 0.6873 2.4971 0.0930 -0.673
C -0.1429 1.5949 0.2797 0.769
O -1.2754 1.4244 0.6741 -0.582
H 1.6145 2.2825 -0.2323 0.285

Entry 4:
15
Properties=species:S:1:pos:R:3:mulliken_charge:R:1 method="wB97M-V/def2-TZVPD" molar_mass_g_mol=100.1 de_lowest_kcal_mol=110.7 gap_ha=0.2848 homo_energy_ev=-7.24 max_force_ev_per_a=4.575
C 0.3348 -0.5888 -0.5133 -0.199
C 0.5522 -1.2433 0.8342 -1.163
C -1.6599 -0.1779 -0.3142 0.466
N 1.3738 0.2758 -0.8677 -0.446
C -1.0621 1.1316 -0.1427 -0.006
N -0.6494 1.6199 0.9915 -0.654
O -2.3595 -1.0875 -0.0864 -0.414
H 0.1250 -1.2942 -1.3194 0.480
H 1.6986 0.2789 -1.8241 0.198
H 1.5815 0.9605 -0.1479 0.229
H -0.5404 2.6291 0.9429 0.231
H -1.2379 1.7154 -1.0579 0.291
H -0.2276 -1.9684 1.0625 0.326
H 1.5049 -1.7793 0.8336 0.338
H 0.5660 -0.4719 1.6089 0.324